1.
Formula: C4H10S
Source: OMol25
Level of theory: the ωB97M-V functional and the def2-TZVPD basis

The value obtained for the energy relative to the best compared isomer or geometry (same formula, charge and spin) is 0.230 eV. As for the frontier orbital gap: 9.49 eV. As for the charge: 0. The highest occupied orbital energy is -8.3756 eV. Its maximum force is 0.91 eV Å⁻¹. The SMILES is CCCSC.

Atoms and positions in Å:
S (1.113236, 1.087274, 1.243441)
C (-0.239387, -0.475422, -0.661369)
C (-0.303053, 2.204177, 1.230079)
C (0.440360, -0.497511, 0.717374)
C (0.141016, -1.693324, -1.518369)
H (-1.301439, -0.464484, -0.442712)
H (0.048690, 0.427305, -1.189616)
H (1.199709, -1.950409, -1.388409)
H (-0.005448, 2.973196, 1.936000)
H (-0.282015, -0.857809, 1.449812)
H (1.330905, -1.110358, 0.735267)
H (-0.450107, 2.555680, 0.206655)
H (0.057023, -1.423479, -2.582279)
H (-0.503483, -2.538083, -1.298711)
H (-1.246007, 1.763247, 1.562838)

Forces on atoms 1 to 3 (eV/Å):
0.1 -0.1 0.4
0.7 -0.5 0.4
0.0 -0.4 -0.4

2.
Formula: C6H17NO2
Source: OMol25
Level of theory: the ωB97M-V functional and the def2-TZVPD basis

The value obtained for the energy relative to the best compared isomer or geometry (same formula, charge and spin) is 5.720 eV. As for the frontier orbital gap (spin up / spin down): 5.85 / 5.85 eV. As for the charge: 0. The highest occupied orbital energy (spin up / spin down) is -5.2053 / -5.2073 eV. Its maximum force is 6.59 eV Å⁻¹.

Atoms and positions in Å:
O (0.087569, -1.567364, 2.364184)
O (-1.875266, -0.773781, 1.389108)
N (0.596703, 0.096220, -0.411214)
C (0.011071, 0.965938, -2.087034)
C (-0.565046, -0.477063, 1.771815)
C (0.986079, -1.243451, -0.828989)
C (1.694264, 0.963023, 0.004063)
C (-1.215183, 0.257947, -2.599311)
C (-0.534215, 0.665300, 2.750264)
H (-0.982650, 1.559738, 2.313680)
H (-2.293013, -1.564111, 1.773244)
H (-1.672888, 0.769295, -3.458573)
H (-1.993549, 0.183496, -1.829499)
H (1.302338, 1.941822, 0.281986)
H (-0.185705, 1.997235, -1.791590)
H (1.614856, -1.697834, -0.057610)
H (0.023721, -2.315206, 1.756906)
H (-1.107546, 0.420881, 3.659159)
H (-0.982345, -0.757308, -2.936489)
H (0.483376, 0.884692, 3.077264)
H (-0.429399, 0.192160, 0.255522)
H (2.160106, 0.545442, 0.901906)
H (2.399756, 1.115329, -0.815779)
H (0.097303, -1.866119, -0.932740)
H (0.862067, 0.926764, -2.766970)
H (1.517597, -1.223046, -1.783302)

Forces on atoms 1 to 3 (eV/Å):
0.0 -0.8 0.1
-1.9 -0.8 -0.6
-2.1 3.0 -5.5

3.
Formula: C2H2FN
Source: OMol25
Level of theory: the ωB97M-V functional and the def2-TZVPD basis

The value obtained for the energy relative to the best compared isomer or geometry (same formula, charge and spin) is 4.129 eV. As for the frontier orbital gap: 10.48 eV. As for the charge: 0. The highest occupied orbital energy is -10.0507 eV. Its maximum force is 5.05 eV Å⁻¹.

Atoms and positions in Å:
F (2.084908, 0.417077, 0.246308)
N (0.696567, -1.493578, -0.407435)
C (0.054814, -0.867075, 0.479895)
C (0.925054, -0.002914, -0.245632)
H (-0.147905, 0.944778, -1.074709)
H (-0.647947, -0.746094, 1.302046)

Forces on atoms 1 to 3 (eV/Å):
0.2 0.5 -0.3
-0.1 0.6 -0.2
0.7 1.6 0.8

4.
Formula: C4H6O4
Source: OMol25
Level of theory: the ωB97M-V functional and the def2-TZVPD basis

The value obtained for the energy relative to the best compared isomer or geometry (same formula, charge and spin) is 3.082 eV. As for the frontier orbital gap: 9.82 eV. As for the charge: 0. The highest occupied orbital energy is -9.3447 eV. Its maximum force is 2.29 eV Å⁻¹. The SMILES is O=CC1(O)[C@@H](O)[C@@H]1O.

Atoms and positions in Å:
O (-0.336762, 1.646192, -1.322674)
O (-0.369692, -1.009714, 2.195676)
O (1.828989, 0.645671, -0.058447)
O (-1.010227, -1.862554, -0.311025)
C (0.546673, 0.160163, 0.292887)
C (-0.253818, -0.745205, -0.668284)
C (-0.692600, 0.658276, -0.394827)
C (0.549342, -0.407587, 1.636845)
H (-0.926414, 1.672006, -2.060760)
H (0.278642, -0.816821, -1.658067)
H (1.475561, -0.213187, 2.176872)
H (1.741387, 1.316402, -0.700593)
H (-1.642682, 0.792309, 0.189302)
H (-1.188397, -1.835950, 0.683094)

Forces on atoms 1 to 3 (eV/Å):
0.5 0.2 0.9
0.8 0.6 -1.1
-0.7 -1.6 1.4